# 1
97
Properties=species:S:1:pos:R:3 method="wB97M-V/def2-TZVPD" mol_weight_g_mol=833.65 homo_ev=-9.8 total_charge=0 spin_multiplicity=1 e_tot_ha=-3553.9293 smiles="C[C@@H]1C(=O)N[C@@H](COO)[C@H]1C[SH](=O)=O.C[N+](=O)[O-].C[N+](=O)[O-].C[N+](=O)[O-].C[N+](=O)[O-].C[N+](=O)[O-].C[N+](=O)[O-].C[N+](=O)[O-].C[N+](=O)[O-].C[N+](=O)[O-].C[N+](=O)[O-]" orbital_gap_ev=9.31
C -0.73578 1.76231 2.50747
C -0.92067 1.19828 1.01603
C 0.33358 1.37014 0.02282
O 1.52643 1.50041 0.36478
N -0.19531 1.38920 -1.34121
C -1.69902 1.54983 -1.39277
C -2.19751 0.14016 -1.93389
O -1.89013 -0.92949 -1.02475
O -1.81744 -2.12450 -1.68477
C -1.97926 1.96600 0.11167
C -3.46782 2.15879 0.62706
S -4.40578 0.60098 0.90678
O -3.55489 -0.54372 1.33984
O -5.31093 0.29522 -0.25679
H -1.39721 2.66437 2.70892
H 0.33792 2.09122 2.69828
H -1.07342 0.97114 3.25737
H -1.09011 0.07513 1.11874
H 0.19484 0.62833 -1.92687
H -2.08529 2.35461 -2.10392
H -1.65431 -0.04855 -2.91545
H -3.31785 0.24713 -2.15065
H -2.60544 -2.67000 -1.44679
H -1.59666 3.04793 0.12348
H -4.02308 2.88923 -0.03747
H -3.38972 2.66242 1.65197
H -5.27665 0.87624 1.97216
C 1.18151 -1.81092 -5.06835
N 0.71955 -0.68097 -4.22137
O 0.44689 -0.92683 -3.05417
O 0.64383 0.41167 -4.74934
H 1.19820 -2.71453 -4.46769
H 0.48001 -1.91016 -5.89471
H 2.18038 -1.56546 -5.42571
C -3.24138 -1.95559 4.19403
N -3.41971 -1.04858 5.35802
O -4.26766 -1.34661 6.18031
O -2.69955 -0.06349 5.40535
H -3.94287 -2.78195 4.28217
H -3.43842 -1.37381 3.29459
H -2.21538 -2.31747 4.21296
C 3.90923 3.29610 -0.71877
N 5.31736 2.96210 -1.05976
O 5.53139 2.47316 -2.15830
O 6.15925 3.20000 -0.21444
H 3.27182 3.03196 -1.55895
H 3.63986 2.71968 0.16385
H 3.86438 4.36591 -0.52117
C -2.88746 4.20139 5.34891
N -3.09979 4.57274 3.92527
O -2.11130 4.75207 3.23698
O -4.25673 4.67114 3.54519
H -1.81844 4.15143 5.54113
H -3.35551 4.97123 5.96130
H -3.35487 3.23048 5.50811
C 1.64248 -5.81238 -3.31208
N 0.94521 -5.81167 -4.62411
O 1.03921 -4.80509 -5.31311
O 0.32977 -6.81601 -4.92052
H 2.14754 -4.85796 -3.18282
H 0.89004 -5.95845 -2.53872
H 2.35971 -6.62948 -3.32456
C -0.59771 -5.37958 6.07205
N -1.32567 -5.40533 4.77592
O -1.22437 -4.42634 4.05497
O -1.97187 -6.40544 4.52820
H -0.06834 -4.43348 6.15744
H -1.33641 -5.48246 6.86505
H 0.10057 -6.21461 6.07260
C 4.99156 3.02103 -5.20552
N 4.26481 3.01676 -6.50262
O 4.37859 3.99941 -7.21373
O 3.60535 2.02483 -6.76003
H 5.53302 3.95910 -5.11009
H 4.25189 2.92030 -4.41408
H 5.67922 2.17750 -5.21146
C 4.03179 -6.63942 -6.84246
N 4.53546 -7.49334 -5.73380
O 4.05793 -7.31515 -4.62422
O 5.38958 -8.31034 -6.01459
H 3.27794 -5.96117 -6.44878
H 4.88005 -6.08536 -7.24059
H 3.60288 -7.29865 -7.59500
C -5.25648 7.72525 4.26486
N -5.16190 7.80898 5.74525
O -6.10246 8.29691 6.34190
O -4.14025 7.37777 6.25606
H -6.21058 8.14088 3.94953
H -4.42957 8.29898 3.84955
H -5.18407 6.67343 3.99233
C 4.05527 -0.55598 0.93787
N 4.55551 -1.41485 2.04381
O 4.11754 -1.20334 3.16080
O 5.37052 -2.27173 1.74995
H 3.34030 0.15698 1.34203
H 4.91382 -0.04130 0.50857
H 3.57905 -1.20672 0.20670

***

# 2
97
Properties=species:S:1:pos:R:3 method="wB97M-V/def2-TZVPD" mol_weight_g_mol=963.96 homo_ev=-14.8 total_charge=+2 spin_multiplicity=1 e_tot_ha=-5936.9954 relative_energy_kj_mol=0.0 orbital_gap_ev=1.73
N -1.76207 -0.87898 4.58833
H -1.43658 -0.66063 3.62150
H -1.46230 -0.12854 5.21350
H -1.33614 -1.75589 4.89163
H -2.78684 -0.91693 4.61652
Al 4.16456 1.44664 2.52551
C 5.75264 -1.64041 -1.37351
F 6.85991 -1.65237 -0.65834
F 5.59241 -0.46859 -1.97979
F 5.77288 -2.61355 -2.26340
S 4.27493 -1.87433 -0.28823
O 4.10602 -0.62589 0.44315
O 3.17991 -2.10553 -1.20508
O 4.48722 -2.99277 0.59371
C -0.01252 -1.09152 0.17623
F 0.72123 -1.05728 -0.93787
F -1.28626 -1.01251 -0.18841
F 0.20821 -2.21375 0.84331
S 0.34089 0.37467 1.21097
O 1.77436 0.38628 1.45648
O -0.05911 1.50869 0.43436
O -0.49277 0.14621 2.38401
O 2.06078 3.44246 2.53504
S 0.85577 4.20352 2.46700
O -0.36680 3.72112 3.00466
O 1.19551 5.60013 3.08561
C 0.08156 6.44269 3.53611
C 0.69320 7.57770 4.30581
C 0.65135 4.69145 0.78468
H -0.63157 5.84850 4.10155
H -0.43865 6.79544 2.63968
H 1.02128 7.22243 5.28279
H -0.06657 8.33637 4.49997
H 1.52164 8.04528 3.78230
H 0.73755 3.81660 0.15009
H 1.40674 5.44206 0.56396
H -0.29682 5.20887 0.64367
O -5.54566 3.21146 3.69703
S -5.02355 2.19489 4.54129
O -5.82938 1.44724 5.43519
O -4.27751 1.10016 3.63628
C -4.08637 1.39796 2.23362
C -2.99178 2.40729 2.01868
C -3.66438 2.82812 5.49287
H -5.04077 1.74565 1.83139
H -3.91594 0.48033 1.66788
H -3.26981 3.42141 2.30744
H -2.87644 2.56689 0.93930
H -2.06866 2.06229 2.46673
H -3.10675 1.98096 5.87130
H -4.13461 3.40590 6.28429
H -3.09438 3.47676 4.83230
O -1.68759 -2.03823 -4.48244
S -0.79749 -2.98562 -3.89970
O -1.17088 -3.62894 -2.67652
O -0.48254 -4.03286 -5.02313
C 0.20203 -5.23753 -4.64786
C 1.61731 -5.27358 -5.16743
C 0.75825 -2.19280 -3.64109
H -0.35423 -6.02810 -5.16572
H 0.09862 -5.56414 -3.61167
H 2.29512 -4.59838 -4.63931
H 1.66786 -4.96861 -6.21351
H 1.98116 -6.29905 -5.11243
H 1.19419 -1.97214 -4.61306
H 1.34594 -2.71489 -2.89810
H 0.49759 -1.19621 -3.28132
O -4.94519 -5.03159 1.35978
S -3.64235 -5.06189 0.84259
O -2.49534 -5.29741 1.65596
O -3.60153 -6.13074 -0.34685
C -2.31373 -6.59727 -0.73388
C -2.40831 -7.24808 -2.08364
C -3.33646 -3.56747 -0.07676
H -1.96507 -7.33856 0.00491
H -1.51073 -5.84701 -0.69773
H -2.89642 -8.22120 -2.04431
H -1.39944 -7.39238 -2.47376
H -2.94994 -6.62165 -2.79505
H -2.47063 -3.07681 0.35949
H -4.18091 -2.88348 -0.01602
H -3.17312 -3.77411 -1.13091
O 3.62669 2.05823 -0.32152
S 3.16233 2.60385 -1.56309
O 2.63601 3.90882 -1.60186
O 4.37523 2.48160 -2.55986
C 4.59045 3.58518 -3.49829
C 3.60439 3.65604 -4.61882
C 2.07946 1.43788 -2.27579
H 5.60187 3.44137 -3.88453
H 4.75762 4.51476 -2.95138
H 3.48247 2.74425 -5.19942
H 4.01932 4.40939 -5.30422
H 2.63049 4.11245 -4.43097
H 1.39689 1.06060 -1.50848
H 2.62305 0.62146 -2.74255
H 1.43804 1.88984 -3.03280